No. 1
Entry from OMol25: CH2Cl2N2 in the gas phase (the ωB97M-V functional and the def2-TZVPD basis).

Summary:
**Energy relative to the best compared isomer or geometry (same formula, charge and spin)**: 3.4434 eV
**Orbital gap**: 10.33 eV
**Energy**: -29090.21213 eV
**SMILES**: ClN1CN1Cl

Geometry as XYZ:
```
7
CH2Cl2N2 the ωB97M-V functional and the def2-TZVPD basis
Cl -1.63857 0.57403 1.64317
N -0.88418 -0.34233 0.30957
C 0.10213 0.43730 -0.60489
N 0.49617 -0.24549 0.58907
Cl 1.46170 -1.70694 0.16797
H 0.28519 -0.25514 -1.44398
H 0.17756 1.53857 -0.66090
```

These are the Löwdin partial charges, in e, on atoms 1 to 2:
1. Cl 0.5260
2. N -0.4563


No. 2
Entry from OMol25: 9 unconnected molecules or ions with the total composition C44H101BNO16P2 (the ωB97M-V functional and the def2-TZVPD basis).

Summary:
**Net charge**: -1
**Orbital gap**: 6.74 eV
**Energy**: -100778.54804 eV

Geometry as XYZ:
```
165
C44H101BNO16P2 the ωB97M-V functional and the def2-TZVPD basis
C -0.53500 -2.71947 -3.05093
C -0.81394 -1.76460 -4.19446
O -0.39513 -0.42007 -3.84592
P 1.04848 0.02255 -4.34038
O 1.96750 -1.12519 -4.45413
C 1.65500 1.19441 -3.12670
C 1.33120 0.75964 -1.68121
C 2.48402 -0.06295 -1.09984
C 1.96977 -0.83608 0.10122
O 1.42350 -2.08826 -0.17731
B 0.96514 -2.50130 1.16848
P -0.96821 -2.46746 1.46144
O -1.46797 -2.13874 2.81754
O -1.67092 -1.52319 0.31099
O -1.50747 -3.92481 1.02785
O 1.78903 -1.76545 2.14590
C 2.79097 -1.01079 1.39862
C 2.90811 0.32217 2.15294
C 4.28484 0.96388 2.34598
C 4.14452 2.43490 2.75974
N 4.38733 3.35238 1.61694
C 3.96439 -1.99194 1.40616
C 5.27412 -1.60521 0.75767
C 5.36173 -1.33805 -0.60653
C 6.56233 -0.97487 -1.22320
C 7.73437 -0.89773 -0.47808
C 7.67461 -1.19780 0.87750
C 6.46979 -1.54802 1.50499
C 6.52565 -1.89789 2.97208
O 0.94511 0.74442 -5.77184
C -0.19792 1.57487 -6.01823
C 0.07773 3.05817 -5.73300
H 0.44702 -3.16868 -3.12326
H -1.32684 -3.45909 -2.98225
H -0.55502 -2.15579 -2.12240
H -1.88838 -1.70060 -4.34349
H -0.37553 -2.08388 -5.13279
H 1.29074 2.19536 -3.36014
H 2.73097 1.21633 -3.26342
H 0.41718 0.17229 -1.67312
H 1.13020 1.63867 -1.07623
H 2.79602 -0.74696 -1.88460
H 3.26549 0.63814 -0.81481
H 1.13321 -0.22913 0.49963
H 1.23224 -3.71706 1.29800
H -1.29464 -0.64336 0.41703
H -0.78298 -4.37118 0.57148
H 2.32255 1.05093 1.58412
H 2.41195 0.24698 3.11200
H 4.81521 0.44005 3.13395
H 4.87696 0.94935 1.43547
H 3.15173 2.62930 3.15978
H 4.90732 2.66364 3.49862
H 3.66963 4.06540 1.58100
H 4.28458 2.84803 0.74397
H 4.13799 -2.23086 2.44712
H 3.63387 -2.92184 0.95106
H 4.48675 -1.41700 -1.22961
H 6.56464 -0.76413 -2.28086
H 8.65862 -0.63241 -0.96654
H 8.58640 -1.17920 1.45742
H 5.89567 -1.26919 3.58958
H 7.54998 -1.83012 3.32444
H 6.21780 -2.93156 3.11081
H -1.07796 1.24177 -5.47519
H -0.42923 1.46370 -7.07210
H -0.15896 3.63474 -6.62049
H -0.48211 3.43375 -4.88543
H 1.14060 3.17624 -5.54857
C -3.38194 -6.86425 1.36617
C -3.90500 -7.00616 -0.05270
C -5.14522 -6.15531 -0.27478
O -4.20030 -8.38120 -0.33480
H -4.12865 -7.20148 2.08965
H -2.49213 -7.48234 1.50603
H -3.12623 -5.82838 1.59078
H -3.13001 -6.71051 -0.76048
H -5.94892 -6.46285 0.39783
H -5.50829 -6.27040 -1.29804
H -4.93333 -5.10053 -0.09492
H -4.88572 -8.65403 0.28322
C 5.48796 7.31348 0.36852
C 4.47033 7.76030 1.40768
C 5.10340 8.66134 2.45792
O 3.87335 6.62509 2.02703
H 6.28627 6.73579 0.84106
H 5.01705 6.66917 -0.37425
H 5.93460 8.16809 -0.14298
H 3.65595 8.29386 0.91434
H 5.89190 8.12512 2.99254
H 4.36060 8.97055 3.19387
H 5.53894 9.55373 2.00530
H 4.56923 6.12634 2.47044
C -5.55367 -0.59161 4.13552
C -4.62238 0.46966 4.70755
C -4.02598 1.32827 3.60425
O -3.58341 -0.14846 5.45890
H -5.00109 -1.25621 3.46600
H -5.97096 -1.20351 4.93717
H -6.37689 -0.14071 3.57622
H -5.17346 1.09888 5.40963
H -3.43445 0.71080 2.92310
H -3.35453 2.07973 4.02065
H -4.80126 1.83953 3.02746
H -3.07040 -0.71013 4.85992
C -1.02459 -9.91479 3.83073
C 0.13765 -9.63748 2.88986
C -0.03474 -10.36600 1.56594
O 1.36708 -10.02260 3.50827
H -1.08598 -10.98267 4.06251
H -0.88642 -9.38620 4.77424
H -1.97365 -9.60137 3.39295
H 0.21245 -8.56546 2.70782
H -0.06574 -11.44796 1.72801
H 0.80660 -10.15779 0.90484
H -0.95536 -10.06497 1.06343
H 1.32169 -10.96891 3.67774
C -6.25919 4.44057 1.39428
C -5.84171 4.12280 -0.03313
C -6.99761 3.53950 -0.83336
O -4.74234 3.21784 -0.03137
H -6.57560 3.53066 1.91161
H -5.42097 4.85628 1.95394
H -7.08440 5.15458 1.41883
H -5.48410 5.03129 -0.52005
H -7.33772 2.60347 -0.38236
H -6.68113 3.31531 -1.85216
H -7.84210 4.22981 -0.87375
H -5.03230 2.40460 0.39629
C -5.20616 -4.40143 4.52729
C -6.33102 -4.53443 3.51312
C -7.68826 -4.26143 4.14448
O -6.31429 -5.83777 2.92546
H -5.33558 -5.12865 5.33519
H -4.24211 -4.59762 4.05812
H -5.17979 -3.40202 4.96322
H -6.16298 -3.83683 2.69197
H -7.88969 -4.98341 4.94133
H -8.48295 -4.36067 3.40367
H -7.73094 -3.25761 4.56989
H -6.45917 -6.48249 3.62568
C 1.42506 5.58741 -0.08812
C 0.84159 5.41006 -1.48034
C -0.43307 6.21611 -1.67820
O 0.60597 4.02086 -1.69347
H 0.71523 5.24420 0.66978
H 2.33144 4.99390 0.02446
H 1.66934 6.63045 0.11732
H 1.57872 5.70756 -2.22797
H -1.19960 5.89772 -0.96625
H -0.83223 6.05934 -2.68108
H -0.25232 7.28304 -1.53733
H -0.03981 3.72942 -1.03996
C 1.86918 7.40556 -8.55674
C 2.37992 6.18668 -7.80212
C 2.22525 4.91687 -8.62626
O 1.69450 6.05221 -6.55953
H 0.80406 7.29626 -8.77921
H 1.98673 8.30563 -7.95271
H 2.40498 7.54406 -9.49713
H 3.43069 6.32995 -7.54782
H 1.17022 4.73510 -8.85070
H 2.59464 4.05376 -8.07221
H 2.77074 4.98568 -9.56869
H 0.76018 5.92014 -6.75051
```

These are the Löwdin partial charges, in e, on atoms 1 to 2:
1. C -0.0565
2. C -0.2504